1.
5 unconnected molecules or ions with the total composition H10O5. Source: OMol25; level of theory: ωB97M-V/def2-TZVPD.

Properties
Orbital gap   10.6333 eV
Energy above the lowest of the compared OMol25 structures with the same formula, charge and spin   1.050 eV
Energy   -382.185569 a.u.
Multiplicity   1
SMILES   O.O.O.O.O

```
15
H10O5 ωB97M-V/def2-TZVPD
O 0.795 0.214 0.028
H 0.824 -0.700 0.094
H 1.700 0.459 0.220
O 3.054 1.849 0.501
H 2.974 2.287 1.331
H 2.410 2.313 -0.097
O -2.157 -0.862 -1.390
H -2.502 -1.646 -1.791
H -1.396 -0.537 -1.877
O -1.087 1.417 1.433
H -0.455 0.986 0.863
H -1.968 1.468 1.043
O -0.567 -2.278 0.207
H -1.082 -1.788 -0.471
H -0.542 -3.184 -0.093
```


2.
5 unconnected molecules or ions with the total composition H10O5. Source: OMol25; level of theory: ωB97M-V/def2-TZVPD.

Properties
Orbital gap   10.5565 eV
Energy above the lowest of the compared OMol25 structures with the same formula, charge and spin   1.428 eV
Energy   -382.171711 a.u.
Multiplicity   1
SMILES   O.O.O.O.O

```
15
H10O5 ωB97M-V/def2-TZVPD
O -0.013 1.509 -0.452
H 0.871 1.525 -0.880
H -0.073 2.438 -0.178
O 2.583 -0.623 1.205
H 2.916 -0.106 0.490
H 1.788 -0.939 0.819
O 0.400 -1.114 -0.675
H 0.190 -0.263 -1.027
H 0.928 -1.574 -1.346
O -2.756 1.534 -0.363
H -1.900 1.058 -0.350
H -2.664 2.170 -1.061
O -1.052 -1.795 1.513
H -0.261 -2.257 1.716
H -0.956 -1.562 0.590
```


3.
5 unconnected molecules or ions with the total composition H10O5. Source: OMol25; level of theory: ωB97M-V/def2-TZVPD.

Properties
Orbital gap   11.3737 eV
Energy above the lowest of the compared OMol25 structures with the same formula, charge and spin   1.263 eV
Energy   -382.177764 a.u.
Multiplicity   1
SMILES   O.O.O.O.O

```
15
H10O5 ωB97M-V/def2-TZVPD
O 3.526 -2.934 -1.166
H 3.554 -3.186 -0.243
H 2.867 -3.509 -1.553
O -1.301 4.084 1.477
H -0.393 4.290 1.252
H -1.738 3.973 0.632
O -0.541 -0.719 0.343
H 0.098 -1.326 -0.030
H -0.333 0.124 -0.058
O 0.629 2.137 -1.856
H 1.434 2.627 -2.021
H 0.057 2.360 -2.591
O -2.558 -2.914 2.209
H -3.341 -2.789 1.673
H -1.963 -2.218 1.931
```


4.
5 unconnected molecules or ions with the total composition H10O5. Source: OMol25; level of theory: ωB97M-V/def2-TZVPD.

Properties
Orbital gap (spin up / spin down)   11.6364 / 3.7343 eV
Energy above the lowest of the compared OMol25 structures with the same formula, charge and spin   0.869 eV
Energy   -381.787057 a.u.
Charge   +1
Multiplicity   2

```
15
H10O5 ωB97M-V/def2-TZVPD
O 2.838 -0.577 0.595
O -2.916 -0.741 0.779
O -1.357 1.234 1.591
O -0.085 1.151 -1.115
O 1.334 -1.014 -1.813
H 3.475 -1.241 0.876
H -3.472 -1.060 1.519
H -1.518 1.452 0.646
H 0.581 0.412 -1.256
H 1.943 -1.006 -1.055
H 2.130 -0.529 1.238
H -2.323 -0.004 1.149
H -0.408 1.082 1.449
H -0.503 1.317 -1.970
H 1.831 -0.662 -2.556
```


5.
A molecular structure, H10O5Rb. Source: OMol25; level of theory: ωB97M-V/def2-TZVPD.

Properties
Orbital gap   12.0945 eV
Energy above the lowest of the compared OMol25 structures with the same formula, charge and spin   1.042 eV
Energy   -406.086153 a.u.
Charge   +1
Multiplicity   1

```
16
H10O5Rb ωB97M-V/def2-TZVPD
Rb -0.253 -0.197 0.758
O 1.109 -1.382 -1.427
H 1.648 -0.990 -0.802
H 1.292 -2.305 -1.327
O -1.060 2.510 1.506
H -1.209 2.855 0.647
H -1.895 2.093 1.579
O 1.127 1.850 -0.570
H 0.541 1.796 -1.331
H 0.910 2.632 -0.041
O 0.480 -2.639 2.037
H 0.210 -2.286 2.887
H 1.415 -2.713 2.102
O -1.605 -0.215 -1.687
H -1.145 0.137 -2.463
H -1.559 -1.150 -1.865
```


6.
A molecular structure, H10O5Tl. Source: OMol25; level of theory: ωB97M-V/def2-TZVPD.

Properties
Orbital gap   4.7504 eV
Energy above the lowest of the compared OMol25 structures with the same formula, charge and spin   0.914 eV
Energy   -553.233999 a.u.
Charge   +3
Multiplicity   1

```
16
H10O5Tl ωB97M-V/def2-TZVPD
Tl -0.195 1.145 -0.419
O -2.397 0.465 -1.844
H -2.786 -0.418 -1.656
H -2.616 0.668 -2.791
O -1.531 -1.143 0.462
H -1.121 -1.438 1.297
H -1.937 -1.954 0.079
O -0.314 0.801 2.396
H 0.363 1.152 3.018
H -0.889 0.226 2.945
O 1.763 -0.638 0.551
H 2.271 -0.454 1.378
H 1.704 -1.624 0.497
O 2.233 1.106 -1.756
H 2.289 0.967 -2.731
H 3.161 1.139 -1.425
```


7.
A molecular structure, H11LiO6. Source: OMol25; level of theory: ωB97M-V/def2-TZVPD.

Properties
Orbital gap   8.9853 eV
Energy above the lowest of the compared OMol25 structures with the same formula, charge and spin   1.436 eV
Energy   -465.534302 a.u.
Multiplicity   1

```
18
H11LiO6 ωB97M-V/def2-TZVPD
Li 1.666 -1.546 0.984
O 0.230 -0.388 0.068
H 0.538 0.412 -0.255
O -0.223 1.618 1.825
H -0.152 0.816 1.388
H -0.947 2.148 1.435
O -1.433 -2.698 0.439
H -1.138 -1.792 0.404
H -1.203 -3.238 -0.384
O -2.193 0.655 -1.304
H -1.525 0.287 -0.909
H -2.135 0.626 -2.259
O 2.783 2.283 1.544
H 3.124 2.571 2.355
H 1.930 2.316 1.404
O 0.319 -1.109 -2.592
H 0.187 -0.944 -1.701
H 0.170 -2.009 -2.436
```


8.
A molecular structure, H11N5Si2. Source: OMol25; level of theory: ωB97M-V/def2-TZVPD.

Properties
Orbital gap   9.6629 eV
Energy above the lowest of the compared OMol25 structures with the same formula, charge and spin   1.403 eV
Energy   -859.408221 a.u.
Multiplicity   1

```
18
H11N5Si2 ωB97M-V/def2-TZVPD
N 2.212 1.463 0.810
N 1.854 -1.368 -0.947
N -1.965 -0.788 1.273
N -1.813 -0.643 -1.410
N -1.189 1.719 -0.008
Si 1.106 -0.561 0.491
Si -1.023 -0.060 -0.022
H 3.122 1.378 1.191
H 1.612 1.950 1.491
H 1.331 -1.281 -1.728
H 2.854 -1.187 -0.844
H -1.754 -0.737 2.308
H -2.743 -0.198 0.993
H -2.135 -1.648 -1.366
H -2.140 -0.188 -2.258
H -0.922 2.203 0.855
H -0.778 2.172 -0.831
H 1.055 -1.547 1.589
```


9.
5 unconnected molecules or ions with the total composition H11NO4. Source: OMol25; level of theory: ωB97M-V/def2-TZVPD.

Properties
Orbital gap (spin up / spin down)   10.1262 / 2.8549 eV
Energy above the lowest of the compared OMol25 structures with the same formula, charge and spin   2.088 eV
Energy   -361.895229 a.u.
Charge   +1
Multiplicity   2

```
16
H11NO4 ωB97M-V/def2-TZVPD
N -1.691 2.748 -1.385
H -2.503 2.412 -0.895
H -1.073 3.338 -0.838
H -1.993 3.272 -2.202
H -0.144 -3.309 1.838
H -0.297 -1.800 1.746
O 0.367 -2.498 1.705
H 0.117 -2.851 -2.303
H -0.222 -1.691 -1.298
O 0.199 -2.559 -1.380
H 0.058 0.648 -0.619
H -0.957 1.106 -1.584
O -0.166 0.508 -1.554
H 2.835 1.015 2.877
H 2.710 -0.497 2.594
O 2.759 0.156 3.298
```


10.
5 unconnected molecules or ions with the total composition H11O5. Source: OMol25; level of theory: ωB97M-V/def2-TZVPD.

Properties
Orbital gap   11.1669 eV
Energy above the lowest of the compared OMol25 structures with the same formula, charge and spin   3.342 eV
Energy   -382.455229 a.u.
Charge   +1
Multiplicity   1

```
16
H11O5 ωB97M-V/def2-TZVPD
O 46.965 16.007 10.036
H 46.365 15.346 10.460
H 46.551 16.669 9.456
H 47.164 16.559 10.970
O 45.746 17.533 8.166
H 44.823 17.769 8.346
H 45.801 17.015 7.409
O 47.418 17.608 12.380
H 48.242 17.520 12.917
H 47.325 18.564 12.385
O 45.081 14.368 10.895
H 44.284 14.307 11.522
H 44.989 13.315 11.394
O 47.325 19.222 9.391
H 46.576 19.306 8.601
H 46.871 19.451 10.103
```


11.
6 unconnected molecules or ions with the total composition H11O6. Source: OMol25; level of theory: ωB97M-V/def2-TZVPD.

Properties
Orbital gap   9.5383 eV
Energy above the lowest of the compared OMol25 structures with the same formula, charge and spin   0.058 eV
Energy   -458.116995 a.u.
Charge   -1
Multiplicity   1

```
17
H11O6 ωB97M-V/def2-TZVPD
O 0.486 -1.136 -0.808
H 1.326 -0.841 -1.173
O -1.680 -0.371 -2.279
H -1.602 -0.780 -3.120
H -0.825 -0.649 -1.851
O 0.642 -2.060 1.604
H -0.264 -2.126 1.889
H 0.604 -1.729 0.638
O -0.163 1.157 0.486
H 0.214 0.307 0.104
H -0.168 1.029 1.436
O 1.601 0.147 3.209
H 1.978 0.858 2.675
H 1.540 -0.620 2.605
O -1.287 2.643 -1.942
H -1.636 1.812 -2.296
H -0.767 2.359 -1.177
```


12.
6 unconnected molecules or ions with the total composition H11O6. Source: OMol25; level of theory: ωB97M-V/def2-TZVPD.

Properties
Orbital gap   8.9667 eV
Energy above the lowest of the compared OMol25 structures with the same formula, charge and spin   1.044 eV
Energy   -458.080764 a.u.
Charge   -1
Multiplicity   1

```
17
H11O6 ωB97M-V/def2-TZVPD
O -0.449 1.614 0.748
H -0.885 2.355 1.171
O -1.845 -0.707 1.285
H -2.508 -0.338 1.884
H -1.334 0.125 1.095
O 1.653 0.003 0.064
H 1.938 0.669 -0.570
H 0.764 0.372 0.285
O -0.617 1.669 -1.919
H 0.335 1.580 -2.048
H -0.614 1.556 -0.912
O 1.665 -1.491 2.498
H 2.273 -1.238 3.201
H 1.312 -0.650 2.173
O -0.548 -1.401 -2.718
H 0.388 -1.391 -2.926
H -0.759 -0.558 -2.276
```


13.
A molecular structure, H12MgO14S2. Source: OMol25; level of theory: ωB97M-V/def2-TZVPD.

Properties
Orbital gap   3.0245 eV
Energy above the lowest of the compared OMol25 structures with the same formula, charge and spin   3.085 eV
Energy   -2057.152487 a.u.
Charge   -2
Multiplicity   1

```
29
H12MgO14S2 ωB97M-V/def2-TZVPD
Mg 0.826 0.116 0.431
S -2.142 -0.111 2.010
O -2.411 1.070 2.791
O -3.182 -0.302 1.063
O -0.876 0.062 1.340
O -2.160 -1.233 2.958
S 0.149 0.205 -2.686
O 1.491 0.527 -3.192
O -0.228 -1.154 -3.022
O 0.074 0.360 -1.232
O -0.844 1.133 -3.311
O 1.869 -0.197 2.216
H 1.717 -0.630 3.056
H 2.461 0.526 2.422
O -2.452 1.135 -1.146
H -1.504 1.063 -1.034
H -2.561 1.581 -1.986
O -2.031 -1.770 -0.846
H -2.012 -2.724 -0.765
H -1.137 -1.533 -1.094
O 1.034 2.123 0.836
H 1.219 2.830 0.218
H 0.633 2.560 1.587
O 2.662 0.315 -0.320
H 3.354 -0.309 -0.541
H 3.088 1.171 -0.366
O 1.005 -1.881 0.225
H 0.834 -2.498 0.937
H 1.125 -2.434 -0.547
```


14.
H12N4O2Si4 in the gas phase. Source: OMol25; level of theory: ωB97M-V/def2-TZVPD.

Properties
Orbital gap   10.0030 eV
Energy above the lowest of the compared OMol25 structures with the same formula, charge and spin   0.000 eV
Energy   -1534.601675 a.u.
Multiplicity   1
SMILES   N[Si@H]([SiH3])O/[N+]([O-])=N/[Si@@H](N)[SiH3]

```
22
H12N4O2Si4 ωB97M-V/def2-TZVPD
N 3.887 -1.502 -0.202
Si 2.511 -0.549 -0.587
Si 2.549 1.505 0.446
O 1.190 -1.457 -0.058
N -0.110 -1.225 0.342
O -0.605 -2.152 0.943
N -0.584 -0.144 0.047
Si -2.174 0.390 0.512
N -1.982 2.049 0.078
Si -3.871 -0.747 -0.567
H 3.955 -2.443 -0.558
H 4.295 -1.456 0.720
H 2.393 -0.638 -2.045
H 2.591 2.586 -0.548
H 3.742 1.681 1.290
H 1.393 1.763 1.309
H -2.243 0.357 1.981
H -2.786 2.639 -0.039
H -1.254 2.306 -0.565
H -4.352 0.020 -1.730
H -5.040 -0.911 0.305
H -3.506 -2.072 -1.073
```


15.
5 unconnected molecules or ions with the total composition H12NO4. Source: OMol25; level of theory: ωB97M-V/def2-TZVPD.

Properties
Orbital gap (spin up / spin down)   2.7147 / 11.6548 eV
Energy above the lowest of the compared OMol25 structures with the same formula, charge and spin   1.226 eV
Energy   -362.756997 a.u.
Multiplicity   2

```
17
H12NO4 ωB97M-V/def2-TZVPD
N -0.712 -0.546 0.703
H -0.075 0.287 0.816
H -0.688 -1.244 0.004
H -1.582 0.002 0.612
H -0.851 -1.088 1.595
H 5.196 1.112 0.845
H 5.025 -0.137 0.074
O 4.375 0.537 0.564
H -2.756 -1.653 -2.354
H -1.864 -1.866 -3.416
O -1.829 -1.716 -2.462
H -3.952 0.598 0.096
H -2.961 1.487 -0.425
O -2.981 0.692 0.059
H 1.705 1.746 1.588
H 2.406 0.715 0.805
O 1.542 1.075 0.896
```


16.
5 unconnected molecules or ions with the total composition H12NO4. Source: OMol25; level of theory: ωB97M-V/def2-TZVPD.

Properties
Orbital gap   11.7630 eV
Energy above the lowest of the compared OMol25 structures with the same formula, charge and spin   1.141 eV
Energy   -362.675890 a.u.
Charge   +1
Multiplicity   1

```
17
H12NO4 ωB97M-V/def2-TZVPD
N -0.542 0.356 0.445
H 0.054 -0.387 -0.028
H -1.269 -0.279 0.779
H -0.047 0.793 1.268
H -0.955 1.061 -0.242
H 0.889 0.415 -4.577
H 2.341 0.776 -4.239
O 1.547 0.408 -3.828
H -2.889 0.389 2.768
H -3.934 -0.405 1.703
O -3.139 -0.411 2.259
H 2.227 1.220 2.131
H 1.442 0.294 2.857
O 1.339 1.135 2.441
H 0.971 -1.194 -2.101
H 0.627 -2.429 -1.338
O 0.796 -1.476 -1.134
```


17.
5 unconnected molecules or ions with the total composition H12NO4. Source: OMol25; level of theory: ωB97M-V/def2-TZVPD.

Properties
Orbital gap   12.5331 eV
Energy above the lowest of the compared OMol25 structures with the same formula, charge and spin   0.296 eV
Energy   -362.706934 a.u.
Charge   +1
Multiplicity   1

```
17
H12NO4 ωB97M-V/def2-TZVPD
N 0.949 -0.577 -0.245
H 0.148 -0.686 0.413
H 0.846 0.243 -0.842
H 1.832 -0.535 0.281
H 0.982 -1.371 -0.883
H -4.306 -0.183 0.746
H -3.678 1.224 0.800
O -3.598 0.363 0.367
H 0.458 0.573 -3.744
H -0.375 1.170 -2.613
O 0.156 0.392 -2.839
H 3.857 0.717 0.554
H 3.952 -0.144 1.806
O 3.309 0.244 1.196
H -1.376 -0.583 2.446
H -1.986 -0.283 1.051
O -1.170 -0.566 1.505
```


18.
A molecular structure, H12O16S2V. Source: OMol25; level of theory: ωB97M-V/def2-TZVPD.

Properties
Orbital gap   4.6132 eV
Energy above the lowest of the compared OMol25 structures with the same formula, charge and spin   2.787 eV
Energy   -2951.432161 a.u.
Charge   -3
Multiplicity   1

```
31
H12O16S2V ωB97M-V/def2-TZVPD
O -0.512 1.338 0.238
V -0.120 -0.098 -0.423
O 1.511 -0.042 -0.546
S -3.536 -0.346 -0.253
O -4.273 -1.526 -0.750
O -2.070 -0.587 -0.527
O -3.902 0.847 -1.035
O -3.775 -0.144 1.170
S -0.516 -2.189 2.301
O -1.195 -1.353 3.300
O 0.608 -2.897 2.954
O -1.410 -3.121 1.610
O 0.144 -1.316 1.269
O -1.658 4.578 0.376
H -1.152 5.395 0.387
H -1.078 3.909 0.773
O 4.361 0.388 -0.115
H 3.574 0.316 0.448
H 4.926 1.038 0.311
O 3.262 -0.192 -2.673
H 2.472 -0.259 -2.090
H 3.934 -0.062 -1.995
O 0.092 -2.217 -1.475
H 0.724 -2.764 -0.992
H 0.071 -2.563 -2.370
O -0.364 0.464 -2.522
H 0.143 0.433 -3.335
H -1.279 0.675 -2.764
O 0.402 1.135 3.056
H -0.425 0.613 3.031
H 1.040 0.550 2.638
```


19.
6 unconnected molecules or ions with the total composition H12O5S2. Source: OMol25; level of theory: ωB97M-V/def2-TZVPD.

Properties
Orbital gap (spin up / spin down)   3.4752 / 5.9869 eV
Energy above the lowest of the compared OMol25 structures with the same formula, charge and spin   1.036 eV
Energy   -1179.747967 a.u.
Charge   -1
Multiplicity   2

```
19
H12O5S2 ωB97M-V/def2-TZVPD
S 2.158 1.481 2.480
S 1.855 3.160 1.042
H 0.937 1.544 3.036
H 3.024 3.501 0.439
H -2.763 0.594 1.974
H -2.077 -0.518 1.210
O -2.943 -0.168 1.417
H 0.258 -1.383 2.651
H 1.155 -2.604 2.761
O 0.239 -2.363 2.550
H -1.963 -2.468 0.093
H -3.027 -2.142 -0.939
O -2.065 -2.125 -0.804
H -0.091 -2.850 -3.624
H -1.562 -2.890 -3.187
O -0.991 -2.848 -3.960
H -1.208 -1.388 -5.228
H -0.447 -0.171 -5.730
O -1.297 -0.463 -5.443
```


20.
6 unconnected molecules or ions with the total composition H12O6. Source: OMol25; level of theory: ωB97M-V/def2-TZVPD.

Properties
Orbital gap   10.9401 eV
Energy above the lowest of the compared OMol25 structures with the same formula, charge and spin   2.639 eV
Energy   -458.575499 a.u.
Multiplicity   1
SMILES   O.O.O.O.O.O

```
18
H12O6 ωB97M-V/def2-TZVPD
O -0.692 -0.079 0.158
H -1.012 0.527 -0.416
H 0.270 -0.101 0.155
O 4.689 -0.961 -1.026
H 4.686 -0.280 -0.444
H 4.984 -0.513 -1.832
O 1.261 0.318 2.946
H 1.088 0.899 2.131
H 0.546 0.367 3.541
O 0.366 2.929 -0.807
H 0.081 3.776 -1.140
H 0.190 2.363 -1.573
O -5.917 -0.375 -0.326
H -5.417 0.141 0.361
H -5.168 -0.776 -0.863
O -0.311 -2.749 -0.177
H -0.004 -2.426 -1.020
H 0.360 -3.058 0.334
```